Run one
{"formula": "C2H16N2O4", "method": "the ωB97M-V functional and the def2-TZVPD basis", "gap_ev": 9.96, "smiles": "CNCN.O.O.O.O", "symbols": ["C", "N", "C", "N", "H", "H", "H", "H", "H", "H", "H", "H", "H", "H", "O", "H", "H", "O", "H", "H", "O", "H", "H", "O"], "xyz": [[-0.2477, 0.4376, 1.9537], [0.0660, -0.9502, 1.3420], [1.0036, -0.7632, 0.0646], [0.1601, -0.7971, -1.1533], [-1.0849, 0.3735, 2.5572], [0.6855, 0.8950, 2.3079], [-0.5248, 1.0035, 0.8981], [0.4011, -1.4766, 2.1224], [1.5853, -1.7349, -0.0092], [1.6635, 0.1177, 0.0049], [-0.1084, -1.7143, -1.3540], [-0.5098, -0.0958, -1.1081], [-2.4835, -1.1275, 0.3920], [-3.6298, -1.5375, 1.5822], [-3.4032, -0.9967, 0.7504], [-5.1207, 0.6649, -1.7016], [-3.8952, 0.4358, -0.6731], [-4.0830, 0.6705, -1.5080], [4.6394, 1.1447, 0.7748], [4.0086, 2.4944, 1.0325], [3.8842, 1.5012, 1.3293], [1.8914, 0.5034, -2.1821], [2.8618, -0.2355, -2.9676], [2.7897, 0.6341, -2.4601]], "lowdin_charge": [-0.10, -0.12, -0.25, 0.01, 0.03, 0.06, 0.12, 0.06, 0.12, 0.09, 0.05, 0.03, 0.04, 0.09, -0.12, 0.12, -0.10, -0.07, 0.05, 0.09, -0.14, -0.03, 0.07, -0.09]}

---

Run two
{"formula": "C2H16N2O4", "method": "the ωB97M-V functional and the def2-TZVPD basis", "gap_ev": 6.49, "symbols": ["C", "C", "N", "N", "H", "H", "H", "H", "H", "H", "H", "H", "H", "H", "O", "H", "H", "O", "H", "H", "O", "H", "H", "O"], "xyz": [[-1.2459, -0.0848, 1.1600], [-0.5997, -1.2693, 0.4189], [-0.7555, -1.2163, -1.0255], [0.4292, 2.1276, -0.6199], [-1.3475, 0.7748, 0.5095], [-0.6982, 0.0807, 2.0817], [-1.0175, -2.2084, 0.7844], [0.4490, -1.3255, 0.7323], [-1.1345, -2.0799, -1.4060], [-1.1667, -0.2772, -1.3920], [-2.1987, -0.4035, 1.5982], [0.4726, 3.1198, -0.3781], [-0.3050, 1.8963, -1.3351], [1.2854, -0.9487, -0.2808], [0.9529, -0.6796, -1.2974], [1.0091, 0.0677, 1.8548], [0.7335, 1.2216, 1.0576], [0.9014, 1.0356, 2.0113], [1.1065, -1.5560, -1.6886], [2.0090, -1.8025, 1.5412], [1.2900, -1.5043, 0.9663], [1.2270, 1.9308, -1.2168], [-2.4464, 0.8588, -2.1107], [-1.7672, 1.2362, -1.5357]], "lowdin_charge": [-0.04, -0.21, 0.17, 0.00, 0.05, 0.07, 0.15, -0.28, 0.16, 0.08, 0.09, 0.04, -0.02, 0.08, -0.01, 0.00, -0.01, -0.14, 0.10, 0.15, 0.02, 0.02, -0.06, -0.41]}

---

Energies relative to the most stable structure are run one 0.0; run two 201.2, reported in kcal/mol.

---

Run one
{"formula": "C2H6ClN", "method": "the ωB97M-V functional and the def2-TZVPD basis", "gap_ev": 10.44, "symbols": ["C", "C", "N", "Cl", "H", "H", "H", "H", "H", "H"], "xyz": [[-0.9076, 0.5058, -0.5461], [1.0276, -1.7750, 2.4796], [1.5777, -1.7726, 1.2491], [0.5685, -3.5711, 2.7357], [-0.3236, 1.1389, -0.0327], [-0.5776, -0.5553, -0.7590], [-1.7940, 0.2335, 0.0961], [-1.4905, 0.9414, -1.3620], [1.6193, -2.6001, 0.6403], [1.5266, -0.8665, 0.7869]], "lowdin_charge": [-0.05, -0.42, -0.09, 0.36, -0.04, 0.03, 0.04, 0.02, 0.08, 0.07]}

---

Run two
{"formula": "C2H6ClN", "method": "the ωB97M-V functional and the def2-TZVPD basis", "gap_ev": [7.66, 10.81], "symbols": ["C", "C", "N", "Cl", "H", "H", "H", "H", "H", "H"], "xyz": [[-0.7408, 1.1539, -0.3674], [0.0501, 0.0370, -1.0441], [0.4571, -2.1123, 0.3852], [-0.6123, -0.6511, -2.4637], [-0.6121, 2.1376, -0.9196], [-0.4525, 1.3012, 0.7157], [-1.8829, 0.9908, -0.5434], [0.9854, -0.1527, -0.6435], [-0.4732, -2.4605, 0.4074], [0.6431, -2.6745, -0.4131]], "lowdin_charge": [-0.19, -0.64, 0.06, 0.60, 0.08, 0.08, 0.09, 0.01, -0.04, -0.05]}

---

Energies relative to the most stable structure are run one 0.0; run two 38.8, reported in kcal/mol.